{"formula": "C4H13N4", "method": "the ωB97M-V functional and the def2-TZVPD basis", "charge": 1, "relative_energy_ev": 1.796, "energy_ha": -378.96975, "species": ["C", "N", "C", "N", "H", "H", "H", "H", "H", "H", "H", "C", "N", "C", "N", "H", "H", "H", "H", "H", "H"], "positions_angstrom": [[2.360876, 1.660797, -0.317325], [-0.308213, 0.791391, 2.035511], [0.871254, 0.904147, 1.448891], [1.111941, 1.697315, 0.451352], [2.157290, 1.253859, -1.302784], [3.078758, 1.053223, 0.227731], [2.766122, 2.663863, -0.395371], [-1.107545, 1.312942, 1.699601], [-0.527815, -0.057143, 2.536838], [1.606066, 0.188590, 1.799789], [0.372200, 2.276905, 0.074101], [-1.382417, -0.241837, -1.557018], [-0.603273, -2.707076, -0.317315], [-1.893594, -2.121884, -0.264462], [-2.297469, -1.036979, -0.767175], [-1.866382, 0.672253, -1.881649], [-1.095854, -0.750374, -2.480835], [-0.470235, 0.056911, -1.019503], [0.023795, -2.171074, -0.907359], [-0.207002, -2.729106, 0.615977], [-2.588502, -2.716724, 0.321005]], "atomic_forces_ev_per_a": [[0.10, 0.22, 0.35], [-0.07, 0.08, -0.27], [-1.10, -0.71, -0.04], [0.48, 0.02, -0.03], [0.09, -0.06, -0.06], [0.01, -0.10, -0.15], [0.00, 0.08, -0.10], [-0.01, -0.02, 0.05], [0.14, 0.22, 0.28], [0.38, 0.31, -0.20], [-0.07, -0.02, 0.15], [0.01, 0.04, -0.29], [-0.17, 0.91, -0.12], [0.41, -0.12, 0.49], [-0.11, -0.01, -0.19], [-0.22, 0.15, 0.08], [0.17, -0.09, 0.04], [0.08, -0.22, 0.03], [0.02, -0.12, -0.05], [-0.02, -0.61, -0.02], [-0.10, 0.04, 0.04]], "nbo_charge": [-0.412, -0.712, 0.398, -0.492, 0.232, 0.225, 0.239, 0.425, 0.436, 0.229, 0.428, -0.464, -0.829, 0.276, -0.458, 0.214, 0.215, 0.136, 0.363, 0.370, 0.180]}

{"formula": "C18H31FN2O6P", "method": "the ωB97M-V functional and the def2-TZVPD basis", "charge": 1, "smiles": "C=CC[C@@H]1C=[N+](CCCCNC(C)=O)[C@H](P(=O)(O)O)[C@@]1(CC(=O)O)C[C@@H](C)F", "energy_ha": -1706.40832, "species": ["C", "C", "C", "C", "C", "N", "C", "C", "C", "C", "N", "C", "C", "O", "C", "P", "O", "O", "O", "C", "C", "C", "O", "O", "C", "C", "C", "F", "H", "H", "H", "H", "H", "H", "H", "H", "H", "H", "H", "H", "H", "H", "H", "H", "H", "H", "H", "H", "H", "H", "H", "H", "H", "H", "H", "H", "H", "H", "H"], "positions_angstrom": [[0.917700, 3.087625, 1.698283], [1.847817, 3.470287, 0.791405], [2.849218, 2.569796, 0.080780], [2.191317, 1.329237, -0.554779], [0.821907, 1.685300, -0.986989], [-0.022060, 0.792168, -0.649091], [-1.456180, 0.973283, -0.952671], [-1.897149, 0.321045, -2.249409], [-3.389901, 0.580603, -2.427500], [-4.242548, -0.210000, -1.424237], [-5.114364, 0.697527, -0.652420], [-5.938268, 0.077118, 0.339049], [-5.805845, -1.387362, 0.684184], [-6.781420, 0.758988, 0.902656], [0.588944, -0.351230, 0.016450], [-0.479366, -1.128057, 1.296401], [-1.683209, -1.577612, 0.584673], [0.252739, -2.341480, 1.973733], [-0.894157, -0.072716, 2.419905], [2.116887, -0.058417, 0.231387], [2.609436, 0.056017, 1.678328], [4.096402, -0.210521, 1.932280], [4.436920, -0.972510, 2.824231], [5.052229, 0.426984, 1.204319], [2.904863, -1.069851, -0.632978], [2.728711, -2.539670, -0.266206], [3.780565, -3.377470, -0.981355], [2.894683, -2.742588, 1.088631], [-0.122173, 3.363678, 1.578062], [1.145422, 2.527394, 2.596885], [1.920317, 4.530760, 0.568138], [3.682883, 2.335764, 0.742005], [3.273425, 3.163919, -0.721925], [2.770145, 1.151440, -1.465542], [0.586119, 2.600446, -1.500541], [-1.628788, 2.041588, -1.041698], [-2.075043, 0.646110, -0.129252], [-1.385163, 0.792618, -3.088656], [-1.666369, -0.740226, -2.290728], [-3.705093, 0.406524, -3.448440], [-3.583533, 1.637551, -2.239947], [-4.875426, -0.940422, -1.909993], [-3.559761, -0.712870, -0.737738], [-4.551449, 1.375009, -0.151407], [-6.550427, -1.973026, 0.152560], [-6.011397, -1.498323, 1.740834], [-4.826589, -1.815954, 0.497519], [0.561023, -1.118064, -0.759006], [0.465843, -2.169745, 2.902941], [-1.796944, 0.184757, 2.196090], [2.362371, 1.009071, 2.131086], [2.108439, -0.705811, 2.258096], [4.721197, 0.754450, 0.365015], [2.540681, -0.974404, -1.655273], [3.970115, -0.865258, -0.675272], [1.749133, -2.925786, -0.547542], [4.758066, -2.911091, -0.938504], [3.860604, -4.299928, -0.413346], [3.476503, -3.656667, -1.983486]], "atomic_forces_ev_per_a": [[0.22, 0.02, -0.17], [-0.13, -0.17, 0.38], [0.49, 0.71, 1.20], [1.11, 0.31, 0.02], [0.92, -0.83, 0.95], [-0.80, 1.23, -0.01], [-0.27, 0.06, -0.37], [-0.12, 0.15, -0.46], [-0.36, 0.00, 0.42], [0.26, 0.56, 0.47], [0.21, -1.13, 0.43], [-1.40, 1.06, 0.40], [0.25, -0.07, -0.11], [1.19, -0.61, -0.41], [0.72, -1.38, 0.53], [-2.09, -0.76, -0.61], [0.05, 0.18, -0.40], [0.43, 1.00, 0.32], [1.08, 0.07, -0.07], [-0.35, 1.64, -1.34], [0.08, -0.41, -0.18], [0.73, -1.83, 1.77], [-0.63, 1.80, -1.68], [-0.21, -0.30, 0.25], [-0.64, -0.44, 0.45], [0.81, -0.36, -0.86], [-0.36, -0.42, 0.60], [-0.06, 0.28, 0.35], [0.15, 1.52, 0.90], [-0.23, -1.43, -0.67], [-0.98, -0.07, -1.32], [0.13, -0.25, -0.09], [0.12, 0.09, -0.11], [0.00, -0.06, -0.15], [-0.39, 0.05, -0.19], [0.23, 0.24, -0.01], [0.18, -0.36, 0.23], [0.28, 0.05, 0.00], [-0.03, -0.18, 0.22], [0.05, -0.15, -0.19], [0.02, 0.19, -0.13], [0.00, -0.19, -0.12], [-0.01, -0.46, -0.16], [-0.27, 0.52, -0.24], [-0.09, -0.03, -0.16], [-0.20, 0.11, 0.18], [0.10, 0.00, -0.17], [-0.21, -0.39, 0.16], [0.23, -0.35, 0.10], [-0.28, 0.06, 0.35], [-0.06, 0.17, -0.09], [0.12, -0.13, 0.24], [-0.12, 0.18, -0.06], [0.02, 0.00, -0.21], [0.14, 0.23, 0.20], [-0.29, 0.10, 0.20], [0.13, 0.15, -0.25], [0.01, -0.22, -0.03], [0.12, 0.23, -0.27]], "nbo_charge": [-0.403, -0.180, -0.479, -0.294, 0.310, -0.251, -0.219, -0.412, -0.408, -0.243, -0.640, 0.679, -0.742, -0.546, -0.441, 2.363, -1.111, -0.945, -0.981, 0.017, -0.550, 0.781, -0.515, -0.661, -0.444, 0.199, -0.643, -0.360, 0.209, 0.213, 0.233, 0.251, 0.245, 0.259, 0.254, 0.220, 0.237, 0.214, 0.229, 0.239, 0.208, 0.218, 0.191, 0.366, 0.253, 0.254, 0.221, 0.268, 0.534, 0.527, 0.251, 0.253, 0.474, 0.218, 0.227, 0.165, 0.217, 0.247, 0.226]}

{"formula": "C3H4NO", "method": "the ωB97M-V functional and the def2-TZVPD basis", "charge": 1, "relative_energy_ev": 1.220, "energy_ha": -246.34724, "species": ["C", "C", "C", "N", "O", "H", "H", "H", "H"], "positions_angstrom": [[-1.624475, 0.503228, 1.877294], [1.536310, 0.041370, -2.238884], [0.066199, -0.261890, 0.189318], [-0.914063, 0.166251, 1.022865], [2.098794, -0.003461, -3.183703], [-1.986075, 0.888632, 2.773342], [0.807801, -0.876413, 0.752725], [0.373860, 0.452003, -0.610072], [-0.358351, -0.909720, -0.582885]], "atomic_forces_ev_per_a": [[3.38, -1.38, -3.65], [-0.90, 0.10, 1.47], [1.17, -1.57, -2.68], [-3.59, 1.82, 4.25], [1.36, -0.11, -2.22], [-1.14, 0.51, 1.13], [-0.21, 0.98, -0.52], [0.41, 0.34, 1.73], [-0.48, -0.69, 0.48]], "nbo_charge": [0.447, 0.453, -0.543, -0.141, -0.408, 0.293, 0.293, 0.317, 0.289]}

{"formula": "C3H12NO3", "method": "the ωB97M-V functional and the def2-TZVPD basis", "charge": -1, "relative_energy_ev": 0.536, "energy_ha": -401.99597, "species": ["C", "O", "C", "C", "N", "H", "H", "H", "H", "H", "H", "H", "H", "H", "H", "O", "H", "H", "O"], "positions_angstrom": [[0.153237, -0.458465, -0.291317], [-0.816119, -0.736110, 0.611687], [0.398162, 1.060735, -0.470317], [1.609949, 1.342570, -1.340079], [-0.779799, 1.693761, -1.024619], [0.132554, -0.978638, -1.275425], [1.163088, -0.788112, 0.108666], [0.495912, 1.404843, 0.560348], [2.369445, 1.928224, -0.826715], [2.127721, 0.384058, -1.496437], [1.432425, 1.787745, -2.318738], [-0.967916, 1.225786, -1.900672], [-1.547057, 1.661254, -0.371227], [-1.350982, -0.280921, 2.376270], [-0.080193, -0.104763, 2.988917], [-0.987994, -0.187437, 3.289151], [-0.502192, -3.435276, 0.358185], [-1.410536, -2.248814, 0.494852], [-1.439707, -3.270439, 0.527468]], "atomic_forces_ev_per_a": [[1.60, 0.00, 1.42], [-0.67, 0.07, -0.66], [-0.86, -0.70, -0.19], [1.02, -0.78, 0.32], [0.34, 1.24, -0.33], [-0.55, 0.21, -0.22], [-0.06, -0.16, -0.16], [0.29, 0.30, -0.05], [-0.07, 0.44, 0.03], [-0.09, 0.06, -0.25], [-0.36, 0.06, 0.13], [-0.64, -0.05, 0.10], [-0.20, -0.56, -0.22], [0.02, -0.22, 0.22], [0.37, -0.06, 0.27], [-0.28, 0.24, -0.47], [-0.26, -0.15, 0.12], [0.19, -0.34, 0.29], [0.20, 0.41, -0.35]], "nbo_charge": [-0.021, -0.976, -0.089, -0.625, -0.857, 0.100, 0.072, 0.175, 0.198, 0.197, 0.200, 0.340, 0.372, 0.513, 0.458, -0.990, 0.442, 0.513, -1.022]}